(1)
Below is one molecule with the formula C5H6N2O2, with properties calculated with the ωB97M-V functional and the def2-TZVPD basis.

CARTESIAN COORDINATES (ANGSTROEM)
C1 -2.27 -0.20 0.03
C2 -0.84 -0.08 -0.07
C3 -0.25 1.28 -0.02
C4 1.12 1.48 -0.01
C5 1.22 -1.02 -0.04
H1 -2.70 0.96 -0.07
H2 -2.58 -0.93 -0.54
H3 -2.73 -0.65 0.82
H4 -0.93 2.25 0.00
H5 3.00 0.37 -0.21
H6 1.31 -2.80 0.10
N1 1.84 0.09 0.03
N2 -0.04 -1.13 -0.07
O1 1.76 2.51 0.03
O2 2.09 -2.12 0.04

energy above the lowest of the compared OMol25 structures with the same formula, charge and spin	55.9	kcal per mole
SMILES	Cc1cc(=O)[nH]c(O)n1
E_HOMO	-8.851	eV
orbital gap	9.24	eV
multiplicity	1

(2)
Below is C22H38BeP2 as an isolated structure, with properties calculated with the ωB97M-V functional and the def2-TZVPD basis.

CARTESIAN COORDINATES (ANGSTROEM)
P1 2.56 -1.39 -1.19
P2 0.53 -3.60 0.17
C1 3.04 -3.21 -1.02
C2 1.85 -4.18 -0.96
H1 3.65 -3.28 -0.11
H2 3.67 -3.45 -1.89
H3 1.38 -4.33 -1.95
H4 2.16 -5.16 -0.56
C3 1.15 -4.19 1.78
H5 0.43 -3.95 2.57
H6 2.11 -3.72 2.02
H7 1.27 -5.28 1.71
C4 -0.85 -4.74 -0.13
H8 -0.65 -5.67 0.40
H9 -0.95 -4.92 -1.21
H10 -1.77 -4.29 0.25
C5 4.29 -0.80 -1.38
H11 4.27 0.25 -1.70
H12 4.82 -1.41 -2.12
H13 4.79 -0.87 -0.41
C6 2.09 -1.48 -2.96
H14 1.08 -1.90 -3.06
H15 2.82 -2.09 -3.50
H16 2.08 -0.46 -3.36
Be1 -0.04 2.65 -0.39
C7 -1.99 -1.66 1.21
C8 -0.87 -1.69 1.95
C9 0.43 -1.03 1.57
C10 0.40 0.48 1.29
C11 0.56 0.84 -0.20
C12 -0.02 0.06 -1.21
C13 -1.02 -1.02 -1.07
C14 -2.16 -0.82 -0.01
C15 0.77 3.85 -1.24
H17 -2.88 -2.23 1.51
H18 -0.85 -2.24 2.90
H19 0.83 -1.49 0.64
H20 1.20 -1.25 2.33
H21 -0.48 0.93 1.75
H22 1.26 0.93 1.82
H23 1.56 1.24 -0.43
H24 0.17 0.39 -2.25
H25 -0.53 -2.01 -0.86
H26 -1.50 -1.18 -2.06
H27 -2.25 0.25 0.21
H28 -3.10 -1.11 -0.51
H29 0.08 4.37 -1.92
H30 1.59 3.43 -1.83
H31 1.15 4.58 -0.52
C16 -1.69 2.89 0.20
C17 -2.24 4.16 0.72
C18 -1.47 5.09 1.44
C19 -2.07 6.22 2.01
C20 -3.45 6.42 1.90
C21 -4.23 5.51 1.17
C22 -3.63 4.40 0.59
H32 -1.79 2.11 0.97
H33 -2.26 2.57 -0.69
H34 -0.40 4.91 1.57
H35 -1.46 6.94 2.57
H36 -3.92 7.30 2.35
H37 -5.30 5.65 1.07
H38 -4.22 3.66 0.04

energy above the lowest of the compared OMol25 structures with the same formula, charge and spin	3.3	kcal per mole
E_HOMO	-7.504	eV
orbital gap	7.39	eV
multiplicity	1

no.,lowest unoccupied orbital energy (eV)
1,0.39
2,-0.12